1.
C43H37F7O5S | wB97M-V/def2-TZVPD

Values from the calculation:
* E_tot: -85284.5320 eV
* structure (SMILES): O=C1C=C(S(=O)(=O)C(F)(F)C(F)(F)C(F)(F)F)C(=O)O1.c1ccccc1.c1ccccc1.c1ccccc1.c1ccccc1.c1ccccc1.c1ccccc1
* LUMO energy: -2.24 eV
* charge: 0
* gap between HOMO and LUMO: 7.023 eV
* largest force on an atom: 0.008 hartree/bohr

Last column: Mulliken charge in e.
Geometry (Å):
O: 0.315 1.881 8.427  -0.47
C: -0.466 2.448 7.746  0.15
C: -1.414 3.546 8.127  -0.01
C: -2.251 3.714 7.107  0.01
S: -3.533 4.929 7.139  1.29
O: -3.903 5.301 5.817  -0.60
O: -3.134 5.881 8.126  -0.66
C: -5.010 4.049 7.917  0.59
F: -6.075 4.752 7.520  -0.26
F: -4.880 4.143 9.239  -0.26
C: -5.205 2.573 7.506  0.77
F: -4.268 1.828 8.118  -0.28
F: -5.037 2.481 6.181  -0.27
C: -6.601 1.980 7.850  0.40
F: -6.933 2.266 9.102  -0.26
F: -7.525 2.449 7.034  -0.24
F: -6.529 0.661 7.709  -0.23
C: -1.877 2.759 6.010  0.41
O: -2.412 2.489 4.997  -0.45
O: -0.694 2.143 6.420  -0.24
H: -1.390 4.083 9.068  0.57
C: 1.935 0.441 1.365  -0.17
C: 0.630 0.784 1.691  -0.75
C: 0.357 1.410 2.899  -0.21
C: 1.392 1.697 3.779  -0.21
C: 2.697 1.354 3.452  -0.52
C: 2.970 0.724 2.246  -0.35
H: 2.146 -0.048 0.422  0.40
H: -0.176 0.561 1.003  0.37
H: -0.662 1.670 3.155  0.40
H: 1.187 2.185 4.722  0.30
H: 3.503 1.577 4.140  0.36
H: 3.987 0.452 1.994  0.38
C: -4.856 -4.250 4.634  -0.44
C: -4.583 -2.952 4.226  -0.40
C: -4.916 -1.883 5.046  -0.45
C: -5.521 -2.112 6.275  -0.04
C: -5.792 -3.411 6.683  -0.59
C: -5.462 -4.480 5.862  -0.34
H: -4.597 -5.084 3.994  0.35
H: -4.108 -2.773 3.270  0.37
H: -4.705 -0.870 4.727  0.43
H: -5.773 -1.279 6.914  0.42
H: -6.262 -3.590 7.642  0.37
H: -5.676 -5.492 6.179  0.36
C: 4.058 -2.331 -0.827  -0.27
C: 4.807 -3.077 -1.725  -0.44
C: 4.816 -4.462 -1.639  -0.51
C: 4.072 -5.101 -0.655  -0.37
C: 3.322 -4.354 0.243  -0.55
C: 3.315 -2.968 0.157  -0.17
H: 4.054 -1.249 -0.897  0.43
H: 5.381 -2.577 -2.495  0.47
H: 5.402 -5.045 -2.338  0.39
H: 4.078 -6.181 -0.588  0.37
H: 2.741 -4.851 1.009  0.38
H: 2.733 -2.385 0.860  0.27
C: 4.073 0.945 -5.379  -0.39
C: 4.817 0.197 -6.281  -0.57
C: 4.831 -1.188 -6.191  -0.40
C: 4.093 -1.824 -5.203  -0.73
C: 3.348 -1.078 -4.300  -0.10
C: 3.340 0.307 -4.386  -0.69
H: 4.060 2.025 -5.451  0.55
H: 5.386 0.695 -7.057  0.40
H: 5.409 -1.772 -6.896  0.40
H: 4.096 -2.905 -5.135  0.49
H: 2.772 -1.579 -3.532  0.60
H: 2.758 0.891 -3.683  0.42
C: 2.222 5.559 -8.262  -0.37
C: 2.848 4.322 -8.321  -0.43
C: 2.280 3.226 -7.685  -0.29
C: 1.085 3.367 -6.994  -0.42
C: 0.458 4.604 -6.936  -0.40
C: 1.027 5.700 -7.569  -0.36
H: 2.665 6.414 -8.757  0.36
H: 3.779 4.211 -8.862  0.35
H: 2.768 2.260 -7.727  0.46
H: 0.643 2.511 -6.499  0.39
H: -0.475 4.714 -6.398  0.36
H: 0.540 6.665 -7.523  0.36
C: -0.555 -4.718 -7.933  -0.40
C: -0.781 -3.393 -8.280  -0.37
C: 0.066 -2.399 -7.809  -0.60
C: 1.142 -2.727 -6.995  0.16
C: 1.366 -4.052 -6.649  -0.23
C: 0.518 -5.047 -7.116  -0.52
H: -1.216 -5.494 -8.298  0.36
H: -1.617 -3.135 -8.918  0.36
H: -0.112 -1.365 -8.078  0.40
H: 1.800 -1.950 -6.630  0.21
H: 2.202 -4.312 -6.013  0.28
H: 0.693 -6.080 -6.843  0.36

---

2.
C19H23Cl5HgNP | wB97M-V/def2-TZVPD

Values from the calculation:
* E_tot: -97639.5391 eV
* LUMO energy: 0.42 eV
* charge: 0
* gap between HOMO and LUMO: 7.777 eV
* largest force on an atom: 0.027 hartree/bohr

Last column: natural (NBO) charge in e.
Geometry (Å):
C: -1.904 -2.996 1.830  -0.24
C: -0.813 -3.068 0.969  -0.17
C: -0.259 -1.914 0.379  -0.08
C: -0.819 -0.678 0.681  -0.58
C: -1.963 -0.613 1.471  -0.09
C: -2.485 -1.755 2.085  -0.22
C: 0.962 -2.104 -0.478  -0.43
C: 1.162 -1.176 -1.693  -0.17
N: 0.291 -1.365 -2.799  -0.47
Hg: 0.308 1.250 0.440  1.27
C: -2.687 0.699 1.680  -0.73
P: -2.171 1.823 0.310  0.85
H: -0.338 -4.021 0.733  0.19
H: -3.362 -1.641 2.724  0.20
H: -2.301 -3.899 2.300  0.21
H: -2.423 1.162 2.650  0.24
H: -3.783 0.591 1.643  0.23
H: 1.862 -1.961 0.143  0.23
H: 0.996 -3.144 -0.836  0.21
H: 1.181 -0.107 -1.378  0.12
C: -2.905 3.424 0.703  -0.97
C: -3.176 1.154 -1.061  -0.95
H: 2.186 -1.335 -2.086  0.20
C: -1.099 -1.682 -2.683  -0.39
C: 0.710 -0.800 -4.053  -0.39
H: 0.871 4.504 -0.531  0.00
H: -1.437 -2.075 -3.656  0.19
H: -1.285 -2.440 -1.912  0.21
H: -1.730 -0.802 -2.452  0.15
H: 0.196 -1.312 -4.878  0.19
H: 0.482 0.279 -4.135  0.16
H: 1.795 -0.917 -4.161  0.20
H: -4.243 1.332 -0.851  0.23
H: -2.883 1.697 -1.970  0.24
H: -3.005 0.078 -1.196  0.27
H: -3.965 3.324 0.984  0.23
H: -2.341 3.897 1.521  0.25
H: -2.824 4.041 -0.204  0.24
H: 1.253 3.943 -0.872  0.00
Cl: 3.250 1.775 -1.206  0.01
C: 3.420 1.225 0.434  0.02
C: 2.292 1.055 1.223  -0.50
C: 2.423 0.713 2.570  -0.09
Cl: 1.015 0.653 3.582  0.03
C: 3.685 0.407 3.112  -0.09
Cl: 3.830 -0.107 4.736  0.06
C: 4.839 0.523 2.295  -0.10
Cl: 6.380 0.191 2.940  0.07
C: 4.710 0.966 0.957  -0.13
Cl: 6.103 1.205 -0.005  0.06